--- 1 ---
The following is a DFT calculation (ωB97M-V/def2-TZVPD) of the ion C4H12NO with charge +1.

Positions of all 18 atoms, in Å:
C (1.205, -0.647, -0.564)
C (-0.193, -0.324, -1.086)
C (-1.237, 0.053, -0.056)
C (-0.829, 1.292, 0.767)
O (-0.135, 2.238, -0.022)
N (1.154, -1.384, 0.748)
H (1.808, 0.228, -0.397)
H (1.727, -1.268, -1.298)
H (-0.049, 0.521, -1.764)
H (-0.557, -1.155, -1.687)
H (-1.451, -0.791, 0.610)
H (-2.134, 0.346, -0.596)
H (-1.723, 1.765, 1.177)
H (-0.135, 1.088, 1.588)
H (-0.759, 2.674, -0.627)
H (0.700, -2.286, 0.611)
H (0.554, -0.851, 1.382)
H (2.055, -1.499, 1.214)

**HOMO level**: -0.5242 hartree
**Kohn-Sham gap**: 10.56 eV
**SMILES string**: [NH3+]CCCCO
**Charge**: +1



--- 2 ---
The following is a DFT calculation (ωB97M-V/def2-TZVPD) of the ion C4H12NO with charge +1.

Positions of all 18 atoms, in Å:
C (1.467, 0.320, -0.210)
O (1.651, 1.582, 0.424)
C (0.123, -0.233, 0.246)
C (-0.986, 0.398, -0.503)
C (-2.380, -0.044, 0.144)
N (0.177, -1.680, -0.043)
H (1.362, 0.195, -1.362)
H (2.219, -0.348, 0.213)
H (2.212, 2.151, -0.093)
H (0.007, 0.070, 1.364)
H (-0.944, 1.472, -0.581)
H (-0.947, -0.066, -1.573)
H (-3.259, 0.219, -0.479)
H (-2.367, -1.160, 0.281)
H (-2.430, 0.443, 1.168)
H (0.554, -2.101, -0.934)
H (-0.775, -2.106, 0.120)
H (0.571, -2.300, 0.721)

**HOMO level**: -0.5427 hartree
**Kohn-Sham gap**: 10.89 eV
**SMILES string**: CC[C@@H]([NH3+])CO
**Charge**: +1



1 wins, 23.5 kcal/mol ahead of the next structure.



--- 1 ---
The following is a DFT calculation (ωB97M-V/def2-TZVPD) of a cluster of 2 separate species, C4H12NO in total.

Positions of all 18 atoms, in Å:
C (0.886, -0.422, 0.193)
N (-0.316, -0.297, 1.049)
C (-1.551, -0.672, 0.239)
C (-1.009, -1.339, -1.010)
C (0.379, -0.722, -1.227)
H (1.446, 0.499, 0.252)
H (1.531, -1.255, 0.452)
H (-0.466, 0.652, 1.403)
H (-0.279, -0.852, 1.905)
H (-2.089, 0.244, 0.043)
H (-2.209, -1.237, 0.883)
H (-0.925, -2.407, -0.796)
H (-1.687, -1.236, -1.842)
H (0.311, 0.143, -1.878)
H (1.035, -1.456, -1.673)
H (2.077, 2.944, 0.853)
H (0.835, 3.463, 0.115)
O (1.237, 2.665, 0.472)

**HOMO level**: -0.5732 hartree
**Kohn-Sham gap**: 12.42 eV
**Charge**: +1



--- 2 ---
The following is a DFT calculation (ωB97M-V/def2-TZVPD) of a cluster of 2 separate species, C4H12NO in total.

Positions of all 18 atoms, in Å:
C (-1.386, -0.121, -0.706)
O (-0.931, 1.277, -0.601)
C (-0.318, -1.078, -1.212)
C (0.100, -2.222, -0.284)
H (-1.778, -0.342, 0.288)
H (-2.275, -0.090, -1.334)
H (-0.559, 1.496, -1.476)
H (-0.634, -1.509, -2.162)
H (0.551, -0.470, -1.499)
H (-0.785, -2.733, 0.095)
H (0.670, -2.959, -0.846)
H (0.701, -1.899, 0.563)
C (1.948, 1.197, 1.469)
N (0.689, 1.019, 1.469)
H (2.540, 0.908, 2.328)
H (2.371, 1.628, 0.571)
H (0.100, 1.269, 0.600)
H (0.272, 0.599, 2.298)

**HOMO level**: -0.5534 hartree
**Kohn-Sham gap**: 10.06 eV
**Charge**: +1



1 wins, 30.4 kcal/mol ahead of the next structure.



--- 1 ---
The following is a DFT calculation (ωB97M-V/def2-TZVPD) of the molecule C20H25N3O3S2.

Positions of all 53 atoms, in Å:
C (-8.474, -1.021, -2.000)
C (-8.516, -1.091, -0.476)
O (-7.781, -0.054, 0.138)
C (-6.419, -0.107, 0.160)
C (-5.639, -1.183, -0.250)
C (-4.261, -1.116, -0.150)
C (-3.629, 0.016, 0.352)
C (-4.411, 1.085, 0.781)
C (-5.782, 1.022, 0.679)
H (-6.394, 1.847, 1.007)
H (-3.945, 1.966, 1.189)
N (-2.234, -0.007, 0.473)
C (-1.359, 1.036, 0.410)
N (-0.083, 0.751, 0.777)
C (0.979, 1.710, 0.567)
H (0.649, 2.414, -0.202)
C (2.247, 0.997, 0.113)
N (2.683, 0.008, 1.091)
S (3.406, -1.330, 0.342)
O (3.607, -2.321, 1.358)
O (2.671, -1.714, -0.834)
C (4.967, -0.611, -0.128)
C (5.255, -0.360, -1.454)
C (6.463, 0.231, -1.783)
C (7.379, 0.571, -0.792)
C (7.064, 0.306, 0.539)
C (5.859, -0.284, 0.874)
H (5.598, -0.505, 1.896)
H (7.771, 0.564, 1.313)
C (8.695, 1.190, -1.146)
H (8.980, 1.939, -0.411)
H (9.470, 0.425, -1.159)
H (8.658, 1.653, -2.129)
H (6.698, 0.429, -2.818)
H (4.534, -0.636, -2.208)
C (1.661, -0.358, 2.049)
C (0.302, -0.516, 1.370)
H (0.397, -1.300, 0.604)
H (-0.446, -0.820, 2.111)
H (1.614, 0.405, 2.832)
H (1.973, -1.303, 2.494)
H (3.052, 1.725, -0.026)
H (2.058, 0.496, -0.844)
H (1.170, 2.279, 1.484)
S (-1.780, 2.556, -0.089)
H (-1.834, -0.932, 0.385)
H (-3.669, -1.962, -0.471)
H (-6.083, -2.083, -0.645)
H (-9.541, -0.937, -0.127)
H (-8.177, -2.072, -0.121)
H (-7.458, -1.139, -2.366)
H (-9.097, -1.805, -2.422)
H (-8.847, -0.055, -2.333)

**HOMO level**: -0.2827 hartree
**Kohn-Sham gap**: 8.18 eV
**SMILES string**: CCOc1ccc(NC(=S)N2CCN(S(=O)(=O)c3ccc(C)cc3)CC2)cc1



--- 2 ---
The following is a DFT calculation (ωB97M-V/def2-TZVPD) of the molecule C20H25N3O3S2.

Positions of all 53 atoms, in Å:
C (5.392, -3.709, 0.350)
C (4.652, -4.920, 0.909)
H (4.294, -5.570, 0.102)
H (5.323, -5.501, 1.547)
O (3.585, -4.557, 1.768)
C (2.411, -4.125, 1.258)
C (2.093, -4.045, -0.097)
C (0.839, -3.604, -0.485)
C (-0.092, -3.241, 0.465)
C (0.207, -3.315, 1.815)
C (1.451, -3.753, 2.210)
H (1.715, -3.828, 3.252)
H (-0.546, -3.033, 2.532)
S (-1.708, -2.668, -0.021)
O (-2.713, -3.362, 0.726)
O (-1.794, -2.690, -1.459)
N (-1.644, -1.087, 0.567)
C (-0.918, -0.187, -0.297)
H (-0.058, -0.730, -0.693)
C (-1.794, 0.333, -1.451)
N (-2.998, 0.934, -0.910)
C (-3.113, 2.260, -0.620)
N (-2.481, 3.134, -1.436)
H (-1.930, 2.776, -2.201)
C (-2.311, 4.539, -1.146)
C (-0.893, 4.834, -0.728)
C (-0.117, 5.760, -1.410)
C (1.190, 6.001, -1.021)
C (1.735, 5.310, 0.047)
C (0.967, 4.382, 0.731)
C (-0.340, 4.148, 0.347)
H (-0.947, 3.436, 0.888)
H (1.387, 3.846, 1.570)
H (2.755, 5.496, 0.348)
H (1.784, 6.728, -1.555)
H (-0.539, 6.301, -2.245)
H (-3.006, 4.778, -0.334)
H (-2.583, 5.123, -2.030)
S (-4.075, 2.807, 0.617)
C (-3.749, -0.033, -0.131)
H (-4.661, 0.439, 0.236)
H (-4.001, -0.872, -0.787)
C (-2.903, -0.541, 1.037)
H (-3.420, -1.340, 1.567)
H (-2.687, 0.280, 1.727)
H (-1.217, 1.035, -2.052)
H (-2.084, -0.516, -2.078)
H (-0.563, 0.656, 0.308)
H (0.569, -3.544, -1.528)
H (2.803, -4.330, -0.857)
H (6.233, -4.041, -0.252)
H (5.764, -3.096, 1.168)
H (4.736, -3.097, -0.265)

**HOMO level**: -0.2942 hartree
**Kohn-Sham gap**: 8.54 eV
**SMILES string**: CCOc1ccc(S(=O)(=O)N2CCN(C(=S)NCc3ccccc3)CC2)cc1



2 wins, 4.1 kcal/mol ahead of the next structure.